Record 1
2 unconnected molecules or ions with the total composition C12H23ClNO6P2S at a distorted geometry. Source: OMol25; level of theory: the ωB97M-V functional and the def2-TZVPD basis.

Results
Lowest unoccupied orbital energy   -3.79 eV
Charge   +1
Max |F|   6.42 eV/A
HOMO   -12.1 eV
ΔE to the lowest compared entry with this formula, charge and spin   52.3 kcal per mole

```
46
Properties=species:S:1:pos:R:3:mulliken_charge:R:1
O 1.15 -3.43 0.88 -0.617
P 1.05 -1.93 0.73 0.901
O -0.25 -1.45 1.68 -0.437
O 2.46 -1.27 1.32 -0.390
P 0.72 -1.59 -1.40 0.266
C -1.07 -1.79 -1.89 -0.817
C -2.08 -1.02 -0.96 -0.500
C -1.85 0.51 -0.86 -0.655
O -0.83 0.89 0.08 -0.511
C 1.33 0.04 -2.06 -0.618
C 2.68 0.55 -1.45 -0.932
C 3.95 -0.28 -1.93 -0.356
C 5.20 0.70 -1.75 -0.770
S 6.55 -0.20 -0.90 1.004
O 7.80 0.61 -0.92 -0.531
O 6.73 -1.49 -1.62 -0.514
Cl 5.90 -0.47 1.07 -0.163
H -0.09 -0.56 2.05 0.281
H 2.18 -0.55 1.91 0.284
H 1.47 -2.61 -2.08 0.274
H -1.20 -1.52 -2.97 0.480
H -1.30 -2.88 -1.81 0.419
H -2.16 -1.54 0.03 0.271
H -3.09 -1.15 -1.43 0.414
H -2.78 1.09 -0.63 0.443
H -1.54 0.87 -1.89 0.386
H -0.76 1.85 0.15 0.281
H 1.51 -0.12 -3.16 0.578
H 0.59 0.87 -2.00 0.235
H 2.67 0.69 -0.35 0.261
H 2.84 1.58 -1.88 0.528
H 4.07 -1.23 -1.37 0.429
H 3.88 -0.44 -3.04 0.234
H 5.61 1.07 -2.71 0.383
H 4.89 1.59 -1.15 0.416
N -4.95 0.78 1.44 -0.328
C -6.15 0.94 2.00 -0.265
C -6.35 1.41 3.29 -0.377
C -5.23 1.74 4.04 -0.264
C -3.97 1.58 3.49 -0.703
C -3.89 1.10 2.19 0.481
H -7.00 0.67 1.37 0.363
H -7.35 1.53 3.69 0.365
H -5.34 2.11 5.06 0.392
H -3.08 1.82 4.05 0.344
H -2.93 0.96 1.71 0.036
```

=====

Record 2
A molecular structure, C12H23F6NO8S2Zr at a distorted geometry. Source: OMol25; level of theory: the ωB97M-V functional and the def2-TZVPD basis.

Results
Lowest unoccupied orbital energy   -6.69 eV
Charge   +2
Max |F|   1.38 eV/A
HOMO   -17.2 eV
ΔE to the lowest compared entry with this formula, charge and spin   7.0 kcal per mole

```
53
Properties=species:S:1:pos:R:3:mulliken_charge:R:1
Zr 0.21 0.09 0.04 1.355
C -0.72 -2.31 2.29 -0.958
O -0.54 -0.89 2.06 0.239
C -1.61 -0.12 2.63 -0.583
C -1.17 1.31 2.59 -0.724
O -0.85 1.61 1.19 -0.294
C -1.49 2.76 0.54 -0.531
C -1.70 2.36 -0.90 -0.766
O -0.46 1.79 -1.36 0.093
C -0.11 2.14 -2.73 -1.207
H -0.62 -2.49 3.36 0.307
H 0.06 -2.83 1.75 0.339
H -1.70 -2.61 1.94 0.294
H -1.79 -0.43 3.66 0.573
H -2.51 -0.28 2.03 0.256
H -0.27 1.47 3.17 0.210
H -1.96 1.98 2.92 0.629
H -0.82 3.61 0.65 0.244
H -2.44 2.95 1.03 0.658
H -1.95 3.24 -1.49 0.665
H -2.49 1.61 -1.00 0.090
H 0.09 3.21 -2.77 0.340
H -0.93 1.87 -3.38 0.454
H 0.78 1.58 -2.99 0.371
F 3.96 -2.49 2.38 -0.150
C 3.44 -1.35 2.77 0.554
F 4.34 -0.52 3.22 -0.141
F 2.47 -1.52 3.63 -0.150
S 2.66 -0.54 1.26 1.072
O 1.77 0.58 1.68 -0.651
O 1.74 -1.51 0.57 -0.557
N 3.85 -0.05 0.40 -0.598
S 3.37 0.85 -0.84 1.106
O 4.30 0.93 -1.90 -0.545
O 1.96 0.44 -1.21 -0.570
C 3.12 2.61 -0.18 0.744
F 3.52 3.42 -1.13 -0.189
F 3.80 2.77 0.92 -0.200
F 1.81 2.82 0.05 -0.183
C -0.98 -3.09 -1.12 -1.385
C -1.49 -1.76 -1.64 1.471
C -2.95 -1.84 -2.03 -1.662
C -0.63 -1.26 -2.80 -1.223
O -1.37 -0.75 -0.55 -0.018
H -1.03 -3.83 -1.91 0.518
H -1.59 -3.45 -0.29 0.311
H 0.07 -3.04 -0.80 0.181
H -3.06 -2.52 -2.87 0.414
H -3.33 -0.87 -2.33 0.386
H -3.55 -2.22 -1.20 0.389
H -0.51 -2.07 -3.52 0.575
H 0.39 -0.97 -2.50 0.213
H -1.10 -0.42 -3.30 0.236
```